Run P
11
Properties=species:S:1:pos:R:3 method="wB97M-V/def2-TZVPD" homo_lumo_gap_ev=10.187 smiles="C/N=C/NS" spin_multiplicity=1
C 1.95031 -0.33674 -0.11056
N 0.86547 0.63992 -0.24840
C -0.26168 0.12617 0.02230
N -1.44612 0.83934 0.13516
S -2.71603 -0.22482 -0.26461
H 2.91174 0.53575 -0.01077
H 2.16574 -1.04519 -1.13548
H 1.72329 -1.16606 0.78840
H -0.24021 -0.76205 0.58068
H -1.47190 1.51934 -0.68941
H -3.48061 -0.12565 0.93268


Run Q
11
Properties=species:S:1:pos:R:3 method="wB97M-V/def2-TZVPD" homo_lumo_gap_ev=9.536 spin_multiplicity=1
C 0.35858 -0.31144 -1.24270
C 0.60530 0.34635 0.09251
H -0.67736 0.22323 -1.65321
H 0.18017 -1.37018 -0.91139
H 1.30337 -0.45038 -2.04526
H 1.74855 1.25382 1.41423
H -0.44853 0.61068 1.90478
H -1.81845 -1.75682 0.66455
N 1.81013 0.74616 0.47121
N -0.80529 0.88371 0.65986
S -2.25646 -0.17512 0.64542


Run R
11
Properties=species:S:1:pos:R:3 method="wB97M-V/def2-TZVPD" homo_lumo_gap_ev=8.313 spin_multiplicity=1
C -0.01180 1.55787 -0.02617
C 0.19296 -0.02411 0.13178
H 0.76422 2.08252 0.30850
H -0.64385 1.82891 0.70310
H -0.44409 1.76674 -1.08564
H -0.61709 -1.68543 -0.13259
H -2.68687 -0.55897 1.21786
H -2.56733 0.71529 -0.47966
N -0.92442 -0.74914 -0.23073
N -2.16855 -0.31670 0.02626
S 1.67243 -0.36817 0.01663


Run S
11
Properties=species:S:1:pos:R:3 method="wB97M-V/def2-TZVPD" homo_lumo_gap_ev=10.014 smiles="[H]/N=C/NSC" spin_multiplicity=1
H 3.37262 0.60992 -0.44807
N 2.67660 0.24381 0.16129
C 1.50758 0.23234 -0.32508
N 0.45837 -0.33822 0.43904
S -1.07861 -0.64502 -0.19926
C -2.03467 0.93025 0.14464
H 1.10809 0.58023 -1.28283
H 0.69250 -0.85195 1.26711
H -2.41935 0.94230 1.17240
H -1.41348 1.80314 -0.07256
H -2.86485 0.92192 -0.56749


Which is the most stable structure? run S is the most stable.


Run P
9
Properties=species:S:1:pos:R:3 method="wB97M-V/def2-TZVPD" homo_lumo_gap_ev=9.849 spin_multiplicity=1
C 0.00491 0.01756 -0.25877
C 2.18083 0.09060 -0.69056
C -1.38674 0.00111 0.18053
O 0.84330 0.99526 -0.46174
O 0.66476 -1.02997 -0.31617
Cl 3.06368 0.07976 0.69937
H -1.52047 -0.12889 1.18671
H -1.93557 -0.83885 -0.09443
H -1.91469 0.81341 -0.24493


Run Q
9
Properties=species:S:1:pos:R:3 method="wB97M-V/def2-TZVPD" homo_lumo_gap_ev="9.187 / 9.128" spin_multiplicity=1
C -1.28442 0.62864 -0.09090
C -0.24898 -0.34365 0.15457
C 1.21771 -0.11379 0.00327
O -2.65482 1.88354 0.63508
O -0.87892 0.11399 -1.16319
Cl -0.77168 -2.03727 0.39489
H 1.25824 0.99192 0.04780
H 1.60792 -0.69321 -0.90065
H 1.75495 -0.43018 0.91914


Run R
9
Properties=species:S:1:pos:R:3 method="wB97M-V/def2-TZVPD" homo_lumo_gap_ev=9.666 smiles="O=C/C(Cl)=C/O" spin_multiplicity=1
O 1.87939 1.94635 0.00039
C 0.80344 1.41288 -0.00075
C 0.55733 -0.02429 -0.00003
Cl 1.93614 -1.06254 0.00015
C -0.68901 -0.53411 -0.00004
O -0.93630 -1.84877 -0.00007
H -0.13663 2.00211 0.00061
H -1.53311 0.14742 -0.00014
H -1.88125 -2.03905 -0.00012


Which is the most stable structure? run R is the most stable.


Run P
34
Properties=species:S:1:pos:R:3 method="wB97M-V/def2-TZVPD" homo_lumo_gap_ev=9.919 spin_multiplicity=1
Ne 10.64068 11.85349 0.45445
O 10.44341 10.40195 3.45773
H 9.94084 11.20520 3.59355
H 9.93441 9.90591 2.81656
O 8.80589 9.40375 -1.79452
H 9.62097 9.02675 -2.12581
H 8.48482 9.94964 -2.51227
O 9.44234 14.62485 -0.71515
H 9.34804 15.48772 -1.11863
H 8.94516 14.03790 -1.28484
O 8.84449 9.35659 1.43769
H 9.27337 9.49368 0.59301
H 7.90865 9.37508 1.23747
O 9.12385 12.97222 3.57078
H 9.51503 13.57505 2.93847
H 9.15390 13.44443 4.40286
O 14.14666 11.13720 -0.93227
H 14.64176 11.84686 -1.34154
H 14.69445 10.85342 -0.20039
O 13.08212 12.93427 1.24621
H 13.36713 13.83927 1.37266
H 13.29290 12.74172 0.33258
O 10.96565 14.44297 -3.02628
H 11.17066 15.37239 -3.12823
H 10.45822 14.39664 -2.21598
O 13.30172 10.23307 3.00824
H 12.36732 10.36665 3.16730
H 13.55511 10.96124 2.44098
O 12.95739 8.02893 1.45272
H 12.79013 7.41899 2.17122
H 12.88350 8.89585 1.85175
O 10.70317 14.55644 1.80467
H 11.27566 13.79400 1.88923
H 10.41486 14.54004 0.89207


Run Q
34
Properties=species:S:1:pos:R:3 method="wB97M-V/def2-TZVPD" homo_lumo_gap_ev=10.248 spin_multiplicity=1
Ne -0.30857 -0.34015 -0.20486
O -4.45486 -2.16025 -0.14200
H -4.13692 -1.31626 -0.46267
H -5.40852 -2.07993 -0.15979
O -3.45943 1.22879 -1.51995
H -2.68290 1.33282 -0.97003
H -3.83921 2.10614 -1.56738
O -1.44761 2.01497 3.17209
H -1.61198 2.16204 2.24064
H -1.72185 1.11062 3.32431
O 2.51567 0.09356 1.81283
H 2.16761 -0.57226 2.40593
H 3.27244 0.45440 2.27471
O 3.32571 -2.05393 0.16768
H 3.90061 -1.78436 -0.54859
H 2.89076 -1.24692 0.44301
O 1.56712 -0.47568 -3.72177
H 1.90447 0.03248 -2.98406
H 2.12397 -1.25365 -3.75192
O -1.40932 2.09272 0.25309
H -1.50845 2.98914 -0.06758
H -0.46848 1.99229 0.39789
O 1.29514 2.38680 0.35405
H 1.90039 3.12436 0.43098
H 1.65866 1.71666 0.93283
O 2.71504 1.62610 -2.01584
H 2.24396 1.82824 -1.20747
H 3.63224 1.80773 -1.81093
O -1.52095 -2.15549 2.47770
H -0.60624 -2.13507 2.75896
H -1.62944 -3.01771 2.07640
O 0.08677 -3.19543 -1.51314
H -0.45355 -3.66081 -0.87462
H -0.53227 -2.65189 -2.00058


Which is the most stable structure? run P is the most stable.


Run P
10
Properties=species:S:1:pos:R:3 method="wB97M-V/def2-TZVPD" homo_lumo_gap_ev=8.198 smiles="C[PH2]=PS" spin_multiplicity=1
C 0.66497 -0.13170 -1.50351
P -0.47793 0.19134 -0.13877
P 0.68677 0.57657 1.52259
S -0.53200 0.73438 3.09391
H 0.67961 0.21236 -2.56963
H 0.87821 -1.25911 -1.80168
H 1.62878 0.13022 -1.21669
H -1.37322 0.99122 -0.78484
H -1.47548 -0.91611 -0.40541
H -0.67970 -0.52917 3.80405


Run Q
10
Properties=species:S:1:pos:R:3 method="wB97M-V/def2-TZVPD" homo_lumo_gap_ev="7.654 / 7.353" spin_multiplicity=1
C 1.33871 0.99416 -0.17804
P 0.68076 -0.45850 0.80677
P -1.07374 -0.84617 -0.49829
S -2.31114 0.62226 0.18601
H 1.39277 0.71765 -1.15839
H 2.20812 1.27357 0.30549
H 0.72133 1.89568 -0.30861
H 1.41067 -1.56640 0.22715
H -0.92823 -2.70390 0.88442
H -3.43925 0.07165 -0.26649


Which is the most stable structure? run P is the most stable.


Run P
10
Properties=species:S:1:pos:R:3 method="wB97M-V/def2-TZVPD" homo_lumo_gap_ev="8.183 / 8.186" spin_multiplicity=1
C -0.50764 0.68427 -1.17727
N 0.63710 0.02541 -0.64973
O 1.04439 -1.18163 2.04931
P -0.26804 -1.26620 1.17095
H -0.92760 0.19231 -1.98797
H -1.23005 0.98493 -0.48059
H -0.25491 1.58198 -1.70726
H 1.09024 -0.57068 -1.33590
H 1.18851 -0.23978 2.34296
H -0.77200 -0.21061 1.77551


Run Q
10
Properties=species:S:1:pos:R:3 method="wB97M-V/def2-TZVPD" homo_lumo_gap_ev="8.732 / 7.365" spin_multiplicity=1
C -0.19576 -0.36339 1.69836
N 0.31855 -1.18382 -1.73758
O 0.49493 1.51011 -1.73915
P 1.15058 0.16676 -0.98499
H -0.62057 -1.16095 1.09272
H -0.74727 0.43474 1.96134
H 0.48936 -0.70489 2.42247
H -0.67335 -1.15379 -1.90289
H 0.61655 -2.07825 -1.41272
H 1.04830 2.27499 -1.55629


Which is the most stable structure? run Q is the most stable.


Run P
12
Properties=species:S:1:pos:R:3 method="wB97M-V/def2-TZVPD" homo_lumo_gap_ev=10.697 smiles=CC#N.NF.F spin_multiplicity=1
C 0.34754 -0.72812 -1.70111
C 0.15648 0.50571 -0.99934
N -0.34369 1.38189 -0.45042
H -0.37121 -1.42017 -1.17283
H 1.27232 -1.32299 -1.61991
H 0.06048 -0.51305 -2.72085
N -0.66926 -0.40668 2.87037
F -1.14333 -1.64795 2.97803
H -0.34690 -0.26447 3.92201
H -1.54873 0.13618 2.75664
F -2.13786 2.82613 0.80395
H -1.35506 2.36326 0.29135


Run Q
12
Properties=species:S:1:pos:R:3 method="wB97M-V/def2-TZVPD" homo_lumo_gap_ev=10.959 smiles="NC(F)F.C=N" spin_multiplicity=1
N -0.98153 0.74244 0.74191
C -2.05107 0.26314 0.04158
F -1.74758 -0.82905 -0.80011
F -2.93212 -0.32229 0.91583
H -0.61467 1.56643 0.28881
H -0.15218 0.13694 1.10011
H -2.71720 0.89448 -0.65028
C 1.66704 -0.57448 -1.44621
N 1.60012 -0.56182 -0.19076
H 2.60506 -0.55912 -2.09120
H 0.83934 -0.54967 -2.10536
H 2.51085 -0.51007 0.34049


Which is the most stable structure? run Q is the most stable.